(1)
Entry from OMol25: a molecular structure, C51H52N6O4P4Se2Tl in a non-equilibrium geometry (ωB97M-V/def2-TZVPD).

Calculated values
Charge: +1
E (hartree): -8944.61404
2S+1: 1

Geometry as XYZ:
```
120
Properties=species:S:1:pos:R:3:forces:R:3
Tl -1.757 -1.131 -2.181 -0.74 -0.68 0.10
Se 5.131 1.022 0.011 0.17 0.14 0.01
P 4.012 -0.839 0.668 -0.13 -0.02 0.35
C 4.805 1.036 -1.884 -0.05 -0.18 0.10
C 4.733 2.274 -2.513 -0.05 -0.02 0.16
C 4.408 2.344 -3.860 0.03 0.05 0.01
C 4.150 1.183 -4.574 0.03 0.03 -0.06
C 4.290 -0.052 -3.958 -0.04 -0.01 -0.06
C 4.635 -0.131 -2.616 0.01 0.05 -0.01
C 4.163 -0.543 2.485 0.10 0.00 -0.16
C 4.269 -1.659 3.309 0.07 0.07 -0.11
C 4.322 -1.506 4.687 -0.03 -0.04 0.06
C 4.288 -0.241 5.250 -0.01 0.02 0.04
C 4.206 0.878 4.433 0.00 0.02 -0.08
C 4.137 0.729 3.057 -0.06 -0.01 0.08
C 2.235 -0.292 0.531 0.09 0.26 -0.49
C 1.010 -0.982 0.266 -0.29 0.14 0.26
N 0.023 -0.096 0.278 -0.28 0.03 -0.11
N 0.610 1.074 0.517 0.49 -0.26 0.27
N 1.945 0.982 0.639 0.14 -0.02 0.30
P 0.567 -2.760 0.096 0.70 -0.10 -0.07
Se -1.499 -3.081 0.266 -0.10 0.17 -0.08
C 1.582 -3.557 1.382 -0.24 -0.02 -0.03
C 0.989 -3.750 2.629 0.09 0.07 -0.01
C 1.684 -4.405 3.632 0.00 0.01 0.08
C 2.967 -4.877 3.393 -0.02 -0.07 -0.06
C 3.554 -4.695 2.149 -0.04 -0.23 -0.06
C 2.865 -4.042 1.138 -0.12 -0.07 -0.04
C 1.268 -3.309 -1.484 -0.29 -0.05 0.26
C 0.609 -4.322 -2.173 0.25 -0.37 0.39
C 1.190 -4.879 -3.302 0.49 -0.50 0.53
C 2.436 -4.445 -3.725 0.18 -0.31 0.15
C 3.089 -3.427 -3.044 0.06 -0.04 0.06
C 2.502 -2.848 -1.933 -0.07 0.04 -0.20
H 4.943 3.174 -1.946 -0.11 0.03 -0.03
H 4.356 3.308 -4.348 -0.01 -0.01 -0.01
H 3.866 1.240 -5.616 0.03 -0.02 -0.02
H 4.133 -0.953 -4.534 -0.02 -0.05 0.02
H 4.796 -1.091 -2.143 -0.06 -0.01 -0.02
H 4.305 -2.650 2.872 0.03 0.21 0.09
H 4.388 -2.379 5.322 0.02 -0.02 -0.01
H 4.328 -0.119 6.324 0.02 -0.03 0.02
H 4.199 1.872 4.861 0.00 -0.01 0.04
H 4.062 1.610 2.436 -0.03 0.02 -0.06
H -0.028 -3.416 2.793 -0.01 0.01 0.03
H 1.214 -4.562 4.593 0.01 -0.01 0.02
H 3.504 -5.409 4.167 0.00 0.01 0.03
H 4.547 -5.079 1.958 0.01 -0.01 -0.02
H 3.316 -3.936 0.162 0.03 -0.01 0.00
H -0.351 -4.678 -1.818 0.10 -0.03 0.09
H 0.675 -5.666 -3.837 -0.03 -0.02 -0.04
H 2.898 -4.899 -4.592 -0.01 0.02 -0.02
H 4.066 -3.096 -3.372 -0.01 0.03 -0.04
H 3.000 -2.045 -1.411 0.06 -0.04 -0.03
C 1.449 3.540 1.318 0.09 0.01 -0.13
P 0.046 2.703 0.566 0.02 -0.13 -0.40
C -1.396 3.141 1.597 0.26 0.59 0.16
N -1.016 4.310 2.083 -0.21 -0.18 0.08
C -1.920 5.102 2.688 -0.48 -0.08 -0.11
C -1.547 6.343 3.245 0.07 0.17 0.09
C -2.517 7.177 3.723 0.22 -0.05 -0.04
C -3.880 6.810 3.668 -0.18 -0.15 -0.05
C -4.264 5.600 3.163 -0.11 0.11 0.15
C -3.284 4.712 2.674 0.41 0.14 -0.01
N -3.636 3.504 2.200 -0.04 0.00 -0.15
C -2.742 2.675 1.712 -0.13 0.02 -0.08
P -3.337 0.987 1.233 -0.08 -0.32 -0.14
C -4.894 1.482 0.385 0.15 -0.06 0.18
C -3.963 0.352 2.911 0.20 0.17 -0.15
C -2.712 -0.002 3.721 -0.01 0.02 -0.16
C -4.859 1.307 3.696 0.05 -0.14 0.07
C -4.757 -0.924 2.628 -0.04 -0.04 -0.09
C -0.207 3.229 -1.201 -0.21 -0.01 0.30
C 0.629 2.325 -2.102 0.11 -0.08 0.00
C -1.690 3.091 -1.554 -0.03 -0.04 0.16
C 0.242 4.690 -1.295 0.04 -0.03 0.05
H 1.236 4.600 1.391 -0.03 -0.06 -0.08
H 2.344 3.351 0.731 -0.01 -0.06 0.00
H 1.575 3.132 2.321 0.04 -0.02 -0.03
H -0.499 6.607 3.281 0.01 0.03 -0.04
H -2.247 8.135 4.146 0.02 0.00 0.00
H -4.625 7.500 4.039 -0.02 -0.01 0.02
H -5.299 5.284 3.149 -0.02 0.02 -0.05
H -5.437 2.229 0.958 -0.09 0.01 -0.03
H -5.497 0.581 0.269 -0.02 0.04 -0.07
H -4.672 1.873 -0.609 0.01 -0.01 0.02
H -2.113 0.883 3.956 0.00 -0.02 0.01
H -2.094 -0.711 3.166 0.08 0.00 0.03
H -3.004 -0.472 4.662 0.00 0.03 0.04
H -4.374 2.251 3.930 -0.03 -0.07 0.10
H -5.122 0.819 4.638 -0.05 -0.01 0.03
H -5.786 1.515 3.163 0.00 0.07 -0.01
H -4.227 -1.614 1.976 0.14 -0.09 -0.12
H -5.721 -0.700 2.172 -0.02 -0.02 -0.01
H -4.947 -1.444 3.569 -0.03 0.04 0.02
H 0.227 1.310 -2.133 0.07 0.05 0.01
H 1.672 2.285 -1.790 0.14 -0.04 -0.02
H 0.605 2.725 -3.117 -0.03 0.04 -0.01
H -2.066 2.108 -1.265 -0.11 -0.05 -0.05
H -1.810 3.193 -2.633 0.02 0.03 -0.02
H -2.298 3.857 -1.068 -0.01 -0.03 0.02
H 1.324 4.779 -1.187 0.00 0.04 0.00
H -0.242 5.311 -0.538 0.00 0.05 -0.06
H -0.031 5.077 -2.278 -0.02 -0.01 -0.01
O -5.151 -4.339 -2.322 0.04 0.07 -0.05
C -4.208 -3.630 -2.626 0.06 -0.23 -0.58
O -3.695 -2.668 -1.952 0.39 0.41 0.08
C -3.528 -3.821 -4.007 0.12 0.32 0.47
C -4.251 -3.846 -5.192 -0.03 -0.06 0.03
C -3.604 -3.744 -6.419 -0.12 -0.04 0.08
C -2.233 -3.571 -6.483 0.33 0.03 -0.09
C -1.508 -3.583 -5.299 -0.85 -0.14 0.19
C -2.141 -3.759 -4.073 0.17 0.03 -0.20
N -0.090 -3.282 -5.319 0.40 0.59 0.24
O 0.410 -2.830 -4.291 -0.97 0.79 -1.09
O 0.536 -3.455 -6.344 0.06 -0.17 -0.12
H -5.330 -3.924 -5.145 0.00 0.00 0.02
H -4.185 -3.764 -7.332 0.02 0.06 -0.02
H -1.725 -3.398 -7.421 0.00 -0.08 -0.01
H -1.548 -3.881 -3.175 -0.13 0.38 -0.03
```
Forces are in eV/Å.

Atomic partial charges in e from the Löwdin method, atoms 1 to 2: 0.7719, 0.8279

***

(2)
Entry from OMol25: a molecular structure, C33H37N9OW (ωB97M-V/def2-TZVPD).

Calculated values
Charge: +4
E (hartree): -1913.35700
2S+1: 1

Geometry as XYZ:
```
81
Properties=species:S:1:pos:R:3:forces:R:3
W -0.678 0.160 0.030 0.43 -0.16 -0.34
C -2.704 -0.033 2.475 0.12 -0.22 0.00
C -2.485 1.422 2.154 0.10 0.15 -0.14
N -1.060 1.613 1.723 0.09 -0.01 0.01
C -0.839 3.014 1.268 -0.01 -0.12 0.06
C -0.715 3.177 -0.229 -0.03 0.01 -0.03
C -0.648 4.459 -0.737 -0.04 0.01 -0.01
C -0.491 4.639 -2.099 0.01 0.01 -0.03
C -0.390 3.519 -2.911 -0.02 0.02 -0.04
C -0.444 2.253 -2.362 -0.05 0.03 0.05
C -0.222 1.082 -3.296 -0.05 -0.07 -0.03
N -1.028 -0.104 -3.010 0.00 -0.03 0.10
C -3.189 0.275 -1.187 -0.03 0.07 -0.15
C -3.305 -1.553 0.485 0.16 -0.10 0.12
N -2.256 -0.873 1.314 -0.30 0.20 -0.11
N -0.621 2.082 -1.024 0.03 -0.08 0.07
H -3.733 -0.253 2.754 -0.03 0.07 -0.05
H -2.076 -0.317 3.323 -0.07 0.00 0.04
H -2.708 2.047 3.020 0.01 -0.01 0.02
H -3.115 1.755 1.326 -0.06 -0.04 0.04
H -0.475 1.465 2.543 -0.03 0.00 0.07
H 0.067 3.399 1.740 0.03 -0.01 -0.04
H -1.656 3.645 1.623 0.04 0.05 0.02
H -0.727 5.307 -0.068 0.00 0.00 0.00
H -0.447 5.633 -2.525 0.00 0.00 0.00
H -0.266 3.625 -3.981 0.01 0.02 0.01
H 0.847 0.846 -3.331 0.01 0.01 0.01
H -0.498 1.397 -4.301 0.01 0.03 0.00
H -0.940 -0.764 -3.783 0.02 0.03 -0.08
H -3.049 0.595 -2.222 0.00 -0.10 -0.04
H -2.373 0.845 -0.666 -0.45 0.37 0.16
H -3.273 -2.627 0.665 0.02 0.00 -0.01
H -4.296 -1.206 0.760 -0.04 0.03 -0.02
H -1.697 -1.626 1.697 0.11 0.02 0.03
N 3.681 0.729 -0.498 -0.05 -0.09 -0.08
C 2.421 0.991 -0.248 0.02 0.03 -0.07
N 1.409 0.257 -0.682 -0.12 0.01 0.17
C 1.683 -0.827 -1.538 0.26 -0.15 -0.08
N 0.721 -1.451 -2.138 -0.22 0.36 0.19
N -0.525 -0.773 -1.862 0.07 -0.26 0.06
C -1.429 -1.506 -1.035 0.08 0.14 -0.13
C -2.951 -1.226 -1.000 -0.07 0.27 -0.16
C -3.780 -1.984 -1.967 -0.22 -0.30 -0.08
C -5.065 -1.702 -2.411 0.31 -0.01 0.07
C -5.867 -0.682 -1.940 -0.03 0.39 0.22
C -5.555 0.415 -0.988 -0.07 -0.36 -0.33
N -4.400 0.845 -0.678 0.05 -0.08 0.08
C 3.068 -1.212 -1.757 -0.14 -0.10 -0.05
C 3.427 -2.337 -2.510 -0.03 0.00 0.00
C 4.759 -2.628 -2.711 0.03 0.04 0.03
C 5.753 -1.798 -2.179 0.01 -0.03 -0.02
C 5.422 -0.680 -1.438 -0.03 -0.06 -0.04
C 4.077 -0.406 -1.234 0.08 0.27 0.17
H 4.387 1.367 -0.153 0.06 -0.03 -0.01
H 2.213 1.880 0.334 -0.03 -0.02 0.03
H -1.133 -2.544 -0.906 -0.01 0.00 0.09
H -3.335 -2.889 -2.380 -0.01 -0.03 0.08
H -5.501 -2.385 -3.131 0.00 0.01 -0.02
H -6.885 -0.655 -2.323 -0.01 0.01 0.01
H -6.418 0.949 -0.598 0.02 -0.01 0.04
H 2.654 -2.964 -2.932 0.00 0.00 0.01
H 5.039 -3.497 -3.290 0.01 0.01 0.00
H 6.795 -2.030 -2.352 -0.01 -0.01 0.00
H 6.191 -0.033 -1.035 0.00 0.00 0.00
C 0.766 -3.097 2.354 -0.01 0.07 0.03
C 1.095 -1.644 2.216 0.05 -0.10 -0.18
O 0.402 -0.967 1.408 0.11 -0.09 0.33
C 2.158 -1.038 2.993 -0.13 -0.13 -0.08
C 2.308 0.358 3.036 0.03 0.05 0.03
C 3.275 0.932 3.831 0.00 -0.03 -0.01
C 4.117 0.115 4.591 0.04 0.04 0.03
C 3.985 -1.266 4.559 -0.06 -0.02 -0.07
C 3.005 -1.843 3.768 0.08 0.02 0.08
H -0.014 -3.381 1.649 -0.02 0.00 0.02
H 0.455 -3.327 3.375 0.00 -0.02 0.00
H 1.646 -3.709 2.149 0.00 0.01 0.00
H 1.636 0.985 2.463 -0.02 0.01 -0.04
H 3.380 2.007 3.888 0.00 0.00 0.01
H 4.874 0.565 5.220 -0.01 0.00 0.00
H 4.637 -1.890 5.154 0.00 0.00 0.00
H 2.909 -2.920 3.760 0.00 0.00 0.00
```
Forces are in eV/Å.

Atomic partial charges in e from the Löwdin method, atoms 1 to 2: 1.6057, -0.1114

***

(3)
Entry from OMol25: C18H14O3 in the gas phase (ωB97M-V/def2-TZVPD).

Calculated values
E (hartree): -920.06203
2S+1: 1

Geometry as XYZ:
```
35
Properties=species:S:1:pos:R:3:forces:R:3
C -2.480 -1.403 -1.353 0.03 -0.01 -0.08
C -2.044 -0.023 -0.963 0.01 0.04 0.13
C -1.805 0.920 -1.958 0.01 0.01 0.04
C -1.472 2.224 -1.647 0.00 0.00 -0.05
C -1.411 2.623 -0.322 -0.01 0.04 0.07
C -1.644 1.702 0.680 -0.11 -0.05 -0.04
C -1.918 0.373 0.368 -0.12 0.21 -0.21
C -2.103 -0.585 1.503 -0.54 0.39 0.01
O -2.998 -0.515 2.299 0.30 -0.06 -0.13
O -1.186 -1.575 1.622 0.23 -0.42 0.26
C -0.043 -1.579 0.837 0.31 -0.22 -0.46
C 0.161 -2.628 -0.021 -0.29 0.27 0.46
C 1.291 -2.654 -0.847 0.22 0.14 -0.09
C 2.193 -1.628 -0.814 0.04 -0.13 -0.13
C 2.035 -0.568 0.100 -0.08 0.02 0.04
C 0.920 -0.547 0.976 0.18 -0.08 -0.01
C 0.823 0.460 1.958 0.07 0.14 0.25
C 1.767 1.445 2.029 -0.28 -0.22 0.07
C 2.841 1.472 1.131 0.25 -0.14 -0.33
C 2.986 0.484 0.189 -0.13 0.37 0.40
O 4.032 0.457 -0.679 0.09 -0.07 -0.14
H 4.612 1.211 -0.512 -0.11 -0.10 0.01
H 3.571 2.268 1.195 0.08 0.05 -0.02
H 1.697 2.213 2.784 -0.03 0.05 0.08
H 0.015 0.425 2.672 -0.05 0.04 0.06
H 3.051 -1.616 -1.467 0.06 -0.06 -0.07
H 1.430 -3.484 -1.523 0.03 -0.05 -0.07
H -0.563 -3.428 -0.060 -0.12 -0.03 0.02
H -1.613 2.006 1.716 0.02 0.02 0.09
H -1.186 3.648 -0.070 0.03 0.09 0.03
H -1.282 2.935 -2.437 0.01 0.06 -0.07
H -1.892 0.618 -2.992 -0.02 -0.03 -0.12
H -3.337 -1.338 -2.022 -0.06 -0.04 0.00
H -2.768 -1.993 -0.487 -0.03 -0.13 0.00
H -1.681 -1.918 -1.885 -0.02 -0.08 0.00
```
Forces are in eV/Å.

Atomic partial charges in e from the Löwdin method, atoms 1 to 2: -0.0235, -0.2072